Entry from the Open Molecules 2025 dataset: H8NaO4 as an isolated structure (ωB97M-V with the def2-TZVPD basis set).

```
13
Properties=species:S:1:pos:R:3:forces:R:3
H 6.5917 -8.1176 -22.3215 0.2 0.2 0.2
O 6.1764 -8.4995 -23.0947 -0.2 0.1 -0.6
H 5.9221 -9.9398 -28.0058 -0.2 0.0 -0.3
O 4.3666 -5.8635 -24.9479 0.2 -0.4 -0.3
H 6.8329 -10.4770 -26.9224 0.2 -0.2 0.1
H 2.9038 -9.2366 -24.3830 -0.1 -0.2 0.2
H 2.4368 -8.1647 -25.3447 -0.2 0.2 -0.1
O 3.1267 -8.8150 -25.2129 0.6 0.0 -0.2
H 4.1425 -5.4818 -24.0992 0.0 0.0 0.3
O 6.3133 -9.7099 -27.1630 -0.2 0.4 0.4
H 6.0138 -9.4115 -22.8539 0.0 -0.3 0.1
Na 5.4756 -7.9938 -25.5615 -0.2 -0.1 0.3
H 4.3166 -5.1305 -25.5614 0.0 0.3 -0.2
```
Positions in Å, forces in eV/Å.

The largest force on an atom is 0.65 eV/A. As for the total energy: -467.9164 Eh. The orbital gap comes out at 12.347 eV. The spin multiplicity is 1. As for the total charge: +1. The relative energy (zero: lowest compared OMol25 entry of this formula, charge and spin) is 0.093 eV. For the LUMO energy, the calculation gives -3.370 eV. The HOMO energy comes out at -15.717 eV.